# 1
{"formula": "C6H8ClN4", "method": "wB97M-V/def2-TZVPD", "symbols": ["C", "C", "C", "C", "C", "C", "N", "N", "N", "N", "Cl", "H", "H", "H", "H", "H", "H", "H", "H"], "coordinates": [[-1.39883, 1.35772, 2.29783], [-0.82670, 1.53400, 1.01040], [-0.68555, 0.13841, 0.49680], [1.74308, -2.57324, -2.94273], [1.86752, -2.27186, -0.46676], [-0.42427, 2.76647, 0.36366], [-1.71336, 0.07929, 2.49023], [1.94541, -2.51447, -1.65776], [-1.37962, -0.61855, 1.43394], [-0.30593, -0.36629, -0.63289], [2.31055, -2.71814, 0.97655], [-1.90489, 2.07968, 2.90535], [2.28514, -1.78052, -3.45365], [0.84130, -2.95574, -3.33454], [-0.78835, 3.68861, 0.84935], [0.69842, 2.81869, 0.21183], [-0.86792, 2.71102, -0.69820], [-1.33254, -1.59423, 1.52759], [-0.06346, 0.21914, -1.37700]], "charge": 1, "homo_energy_ha": [-0.4121, -0.4768], "orbital_gap_ev": [4.444, 8.205], "de_lowest_kj_mol": 341.4}

# 2
{"formula": "C6H8ClNO2S", "method": "wB97M-V/def2-TZVPD", "symbols": ["C", "C", "C", "C", "O", "Cl", "C", "C", "N", "S", "O", "H", "H", "H", "H", "H", "H", "H", "H"], "coordinates": [[-0.65209, -2.26089, 0.90263], [-0.27421, -0.84091, 0.64868], [0.04065, -0.33951, -0.57084], [-0.14787, -1.08400, -1.78425], [-0.79632, -2.05626, -2.04502], [0.78758, -0.32612, -3.19074], [0.47230, 1.10606, -0.28610], [-0.67458, 2.04711, -0.63451], [0.72112, 1.22367, 1.18347], [2.23879, 0.93685, 1.67491], [-0.26325, 0.01829, 1.67495], [0.11073, -2.94911, 0.48380], [-1.48744, -2.57287, 0.27971], [-0.85088, -2.64526, 1.85023], [1.34093, 1.29311, -0.78905], [-1.04504, 1.83155, -1.64095], [-0.19744, 3.13223, -0.54335], [-1.50059, 1.87937, 0.05063], [2.17763, 1.60671, 2.73578]], "charge": 0, "homo_energy_ha": -0.3451, "orbital_gap_ev": 9.341, "smiles": "CC1=C(C(=O)Cl)[C@@H](C)N(S)O1", "de_lowest_kj_mol": 208.9}

# 3
{"formula": "C6H8ClNO3S", "method": "wB97M-V/def2-TZVPD", "symbols": ["C", "C", "C", "C", "C", "C", "N", "O", "O", "O", "S", "Cl", "H", "H", "H", "H", "H", "H", "H", "H"], "coordinates": [[0.08135, 1.53582, -0.89528], [-1.51855, 1.92096, -0.57586], [0.19141, 0.19930, -0.36962], [2.92164, -1.99788, 0.62267], [-3.33168, 3.16450, -0.22286], [1.42459, -1.72989, 0.16178], [-0.79022, -0.26507, 0.36581], [-3.22590, 0.13176, 0.86465], [-2.01443, 3.11486, -0.63389], [1.36352, -0.48628, -0.52485], [-1.94999, 0.78714, 0.80889], [0.95379, 2.42742, -1.95265], [3.40393, -1.74430, -0.32759], [3.30687, -1.40216, 1.36447], [2.96806, -3.15915, 0.82889], [-3.77096, 4.03327, -0.80168], [-3.40282, 3.56564, 0.80503], [-3.81760, 2.15383, -0.21140], [0.84896, -1.71229, 1.03684], [1.10273, -2.46796, -0.60482]], "charge": 0, "homo_energy_ha": [-0.3116, -0.3115], "orbital_gap_ev": [7.761, 7.759], "de_lowest_kj_mol": 271.1}

# 4
{"formula": "C6H8CsO6", "method": "wB97M-V/def2-TZVPD", "symbols": ["O", "C", "O", "O", "C", "H", "H", "C", "H", "H", "O", "C", "C", "O", "O", "C", "H", "H", "H", "H", "Cs"], "coordinates": [[2.12774, 0.11238, -1.69827], [3.23159, -0.45817, -2.07344], [3.32639, -1.48187, -2.77637], [4.34450, 0.00120, -1.69859], [0.85963, -0.47688, -2.10126], [0.80129, -0.44429, -3.19630], [0.84670, -1.52187, -1.76769], [-0.24180, 0.32729, -1.45519], [-0.18442, 1.36866, -1.80304], [-1.19460, -0.08217, -1.81995], [-1.89825, -0.85355, 2.40892], [-1.54395, 0.24090, 2.91663], [-0.22453, 0.28701, 0.11187], [-1.37214, 0.45194, 4.13920], [-1.23778, 1.27649, 2.09604], [-1.37890, 1.08820, 0.68865], [-0.30497, -0.76742, 0.41391], [0.72914, 0.71047, 0.45848], [-2.33388, 0.58843, 0.47928], [-1.40807, 2.10319, 0.27077], [-2.94369, -2.46994, 6.40636]], "charge": 0, "homo_energy_ha": [-0.2634, -0.2634], "orbital_gap_ev": [5.789, 4.911], "de_lowest_kj_mol": 20.0, "spin_multiplicity": 2}

# 5
{"formula": "C6H8CuLiO3", "method": "wB97M-V/def2-TZVPD", "symbols": ["C", "C", "C", "C", "O", "Li", "H", "H", "H", "H", "H", "O", "O", "C", "C", "H", "H", "H", "Cu"], "coordinates": [[0.70229, 1.67473, 1.48852], [1.98520, 1.72170, 0.76005], [2.20400, 0.24791, 1.04635], [2.03673, 0.56960, -0.40848], [0.96397, 0.08539, -1.04300], [-0.45334, 0.23503, -2.24447], [-0.22594, 1.92458, 0.95695], [0.71105, 1.97978, 2.53862], [2.72069, 2.52080, 0.83990], [2.97230, 0.64827, -0.97550], [3.05999, -0.26118, 1.49654], [-1.61979, -0.76545, -1.11270], [0.88778, 0.05930, 1.60004], [-2.89953, -1.11938, -1.20426], [-3.60599, -1.78650, -0.27916], [-3.38300, -0.83429, -2.14942], [-4.64988, -2.03284, -0.47087], [-3.16654, -2.08433, 0.67662], [-0.21924, -0.86369, 0.19634]], "charge": 1, "homo_energy_ha": [-0.4424, -0.4389], "orbital_gap_ev": [8.002, 5.387], "de_lowest_kj_mol": 0.0, "spin_multiplicity": 2}

# 6
{"formula": "C6H8CuO6", "method": "wB97M-V/def2-TZVPD", "symbols": ["O", "C", "O", "O", "C", "H", "H", "C", "H", "H", "O", "C", "C", "O", "O", "C", "Cu", "H", "H", "H", "H"], "coordinates": [[-0.86745, 0.93951, 1.96554], [-2.13352, 1.52060, 1.83497], [-2.21879, 2.74772, 1.75882], [-3.03639, 0.65099, 1.87877], [0.28785, 1.77677, 1.96362], [0.05507, 2.75656, 2.41434], [0.98887, 1.30023, 2.66470], [0.91858, 1.94263, 0.62409], [1.84746, 1.41509, 0.40176], [0.99721, 2.96610, 0.24826], [1.33768, -2.33360, -0.22763], [0.02752, -2.56648, -0.30141], [1.72055, -1.49139, -1.32250], [-0.73274, -2.37817, 0.62501], [-0.35125, -2.49234, -1.57013], [0.67191, -1.86310, -2.37033], [-1.76553, -1.12966, 1.86996], [1.67235, -0.29105, -0.88525], [1.02782, -2.57192, -3.12447], [0.22582, -0.98654, -2.85493], [2.75969, -1.71123, -1.58144]], "charge": 0, "homo_energy_ha": [-0.3208, -0.3203], "orbital_gap_ev": [8.516, 8.086], "de_lowest_kj_mol": 119.9, "spin_multiplicity": 2}

# 7
{"formula": "C6H8CuO6", "method": "wB97M-V/def2-TZVPD", "symbols": ["O", "C", "O", "O", "C", "C", "C", "C", "O", "C", "O", "Cu", "H", "H", "H", "H", "H", "H", "H", "O", "H"], "coordinates": [[-2.36323, -1.31148, -3.14189], [-2.23367, -0.05854, -3.11622], [-2.44006, 0.63633, -4.14163], [-1.80521, 0.56323, -2.01830], [-1.50648, -0.22608, -0.90574], [-0.69724, 0.45963, 0.06148], [-0.49337, -0.05051, 1.40147], [0.74867, 0.37683, 2.14629], [1.87317, -0.46360, 1.61298], [3.06254, -0.32176, 1.90320], [3.78577, -0.77074, 2.74497], [-2.81933, -1.03547, -4.80367], [-0.83232, -1.08841, -1.16117], [-2.38914, -0.71733, -0.45798], [-0.22286, 1.40517, -0.23598], [-0.73127, -1.11757, 1.51175], [-1.34639, 0.47527, 1.91070], [0.66859, 0.14332, 3.21135], [1.03704, 1.41894, 1.97664], [3.88725, 0.75718, 0.62911], [4.81755, 0.92561, 0.87263]], "charge": 3, "homo_energy_ha": [-0.8462, -0.8504], "orbital_gap_ev": [9.290, 8.481], "spin_multiplicity": 3}

# 8
{"formula": "C6H8F2", "method": "wB97M-V/def2-TZVPD", "symbols": ["C", "C", "C", "C", "C", "C", "H", "H", "H", "H", "H", "H", "H", "H", "F", "F"], "coordinates": [[1.63129, -0.60572, 0.17429], [1.02299, 0.48141, -0.88714], [0.12892, 0.77232, 0.35941], [0.30206, -0.62808, 1.01990], [-1.33414, 0.74197, 0.08170], [-2.16934, 1.82225, 0.23991], [2.47197, -0.16747, 0.56805], [0.22260, 0.01306, -1.50808], [1.61982, 1.23343, -1.09904], [0.16706, 1.60221, 1.09819], [0.33720, -0.46734, 2.16089], [-0.48807, -1.38885, 0.73895], [-1.66418, 2.77608, 0.75547], [-3.24833, 1.48717, 0.35178], [2.07827, -1.84244, -0.49078], [-1.73480, -0.44570, -0.50863]], "charge": 0, "homo_energy_ha": -0.3545, "orbital_gap_ev": 10.497, "de_lowest_kj_mol": 284.2}

# 9
{"formula": "C6H8F3NO3Sc", "method": "wB97M-V/def2-TZVPD", "symbols": ["Sc", "C", "C", "C", "O", "C", "O", "O", "H", "H", "H", "H", "H", "H", "H", "F", "C", "F", "F", "N", "C", "H"], "coordinates": [[0.39928, -0.11806, 0.95595], [1.22802, -3.62960, 1.07499], [0.83390, -2.91558, -0.20668], [1.22943, -3.66703, -1.45263], [1.47627, -1.56695, -0.21351], [-0.66814, -2.59125, -0.16813], [-1.48936, -3.30043, -0.65921], [-0.91964, -1.45377, 0.49452], [2.29550, -3.85247, 1.07841], [0.68180, -4.57029, 1.13992], [0.99095, -3.03347, 1.95709], [2.28659, -3.93636, -1.42203], [1.02317, -3.08015, -2.34671], [0.64249, -4.58157, -1.51043], [2.42660, -1.66094, -0.36438], [-1.08814, -0.29984, 3.86083], [-0.64130, 0.63112, 3.10770], [-0.44804, 1.66839, 3.81823], [1.75277, -0.01151, 2.26698], [-0.25950, 3.15368, -0.36735], [-0.04918, 2.10908, 0.05519], [-0.45155, 4.07014, -0.73440]], "charge": 1, "homo_energy_ha": -0.4986, "orbital_gap_ev": 8.894, "de_lowest_kj_mol": 0.0}

# 10
{"formula": "C6H8F6K4N3O18S6", "method": "wB97M-V/def2-TZVPD", "symbols": ["K", "K", "K", "K", "N", "S", "O", "O", "F", "S", "O", "O", "F", "N", "S", "O", "O", "F", "S", "O", "O", "F", "N", "S", "O", "O", "F", "S", "O", "O", "F", "C", "C", "O", "C", "O", "O", "H", "H", "H", "H", "C", "C", "O", "C", "O", "O", "H", "H", "H", "H"], "coordinates": [[3.07748, -1.51423, 3.01335], [4.41764, 0.08312, -0.36535], [-1.43866, 2.97846, -1.71756], [1.72533, -3.33675, -3.40619], [1.84816, 1.48020, -4.79187], [0.49059, 0.42624, -4.37169], [-0.34355, 0.82368, -3.19945], [0.85022, -0.94485, -4.53896], [-0.42238, 0.85162, -5.65238], [2.31359, 1.69601, -3.38760], [2.91506, 0.59809, -2.64567], [1.64139, 2.74836, -2.66417], [3.65007, 2.54918, -3.76046], [0.71191, -5.60858, -1.92954], [-0.87998, -5.05251, -2.24993], [-1.10452, -3.61267, -2.17373], [-1.99529, -5.93604, -2.12050], [-0.75307, -5.18354, -3.86458], [0.35642, -6.01554, -0.53714], [-0.13623, -7.37604, -0.31280], [0.02152, -4.94790, 0.39381], [1.86420, -6.18500, -0.10907], [1.97846, -0.65771, 0.67350], [0.89788, -1.58084, 0.14722], [0.86713, -1.66593, -1.31403], [-0.30836, -1.83637, 0.91245], [1.78843, -2.88039, 0.37718], [1.03421, 0.77975, 0.74206], [0.65044, 1.27503, 2.05740], [0.27144, 1.14472, -0.48586], [2.36017, 1.70402, 0.58933], [0.64625, 4.88164, 3.28912], [1.98020, 4.24187, 3.40817], [2.14297, 4.22210, 4.79119], [0.97106, 4.35896, 5.42376], [0.84665, 4.11857, 6.59774], [0.02916, 4.59167, 4.58022], [0.07559, 4.45820, 2.46260], [0.68508, 5.96413, 3.16744], [2.84419, 4.72296, 2.94973], [1.97364, 3.24968, 2.95691], [-3.31325, -0.34415, 1.20012], [-4.91125, -0.30594, 1.13939], [-5.12825, 0.25318, -0.08620], [-3.98820, 0.90207, -0.47336], [-3.85439, 1.60084, -1.49186], [-2.95426, 0.66195, 0.29058], [-2.81498, -1.27629, 0.93379], [-2.96113, -0.10343, 2.20320], [-5.27396, 0.27886, 1.98470], [-5.34471, -1.28028, 1.36495]], "charge": 1, "homo_energy_ha": -0.4260, "orbital_gap_ev": 6.805}